{
  "formula": "C57H51CuN2O2PTe",
  "method": "wB97M-V/def2-TZVPD",
  "species": ["Cu", "O", "C", "C", "C", "C", "C", "C", "C", "P", "C", "C", "C", "C", "C", "C", "C", "C", "C", "C", "C", "C", "H", "H", "H", "H", "H", "H", "H", "H", "H", "H", "H", "H", "H", "H", "N", "C", "C", "C", "C", "C", "C", "C", "C", "C", "C", "C", "C", "C", "H", "H", "H", "H", "H", "H", "H", "H", "H", "H", "C", "C", "C", "C", "C", "C", "Te", "N", "C", "O", "C", "C", "C", "C", "C", "C", "C", "C", "C", "C", "C", "C", "C", "C", "C", "C", "C", "C", "H", "H", "H", "H", "H", "H", "H", "H", "H", "H", "H", "H", "H", "H", "H", "H", "H", "H", "H", "H", "H", "H", "H", "H", "H", "H", "H"],
  "xyz": [[0.677, 0.039, 0.123], [0.094, -1.141, -2.248], [-0.218, -0.252, -1.510], [-1.430, 0.611, -1.867], [-1.901, 0.469, -3.170], [-3.070, 1.089, -3.574], [-3.800, 1.834, -2.657], [-3.333, 1.983, -1.362], [-2.130, 1.406, -0.953], [-1.469, 1.677, 0.747], [-3.009, 1.980, 1.693], [-3.407, 3.217, 2.191], [-4.551, 3.323, 2.975], [-5.303, 2.198, 3.274], [-4.902, 0.955, 2.796], [-3.759, 0.849, 2.022], [-0.779, 3.370, 0.603], [0.250, 3.679, 1.489], [0.840, 4.933, 1.482], [0.426, 5.888, 0.564], [-0.589, 5.587, -0.332], [-1.191, 4.337, -0.308], [-1.344, -0.168, -3.844], [-3.424, 0.972, -4.591], [-4.734, 2.300, -2.949], [-3.913, 2.557, -0.648], [-2.829, 4.103, 1.964], [-4.850, 4.292, 3.355], [-6.193, 2.284, 3.885], [-5.466, 0.064, 3.042], [-3.432, -0.130, 1.687], [0.605, 2.915, 2.172], [1.647, 5.152, 2.169], [0.907, 6.859, 0.537], [-0.912, 6.325, -1.057], [-1.979, 4.117, -1.018], [1.683, 1.549, -0.365], [2.803, 1.576, -0.933], [3.702, 2.766, -0.696], [3.757, 3.324, 0.577], [4.573, 4.416, 0.830], [5.336, 4.970, -0.190], [5.288, 4.416, -1.462], [4.486, 3.310, -1.708], [3.390, 0.510, -1.817], [2.739, 0.110, -2.976], [3.272, -0.892, -3.774], [4.462, -1.507, -3.417], [5.124, -1.107, -2.262], [4.597, -0.097, -1.474], [3.150, 2.877, 1.353], [4.617, 4.837, 1.828], [5.973, 5.823, 0.008], [5.882, 4.842, -2.262], [4.460, 2.867, -2.697], [1.805, 0.584, -3.245], [2.747, -1.203, -4.669], [4.872, -2.298, -4.032], [6.050, -1.589, -1.973], [5.113, 0.220, -0.575], [-2.421, -10.346, -1.083], [-2.026, -8.915, -0.830], [-2.741, -7.862, -1.380], [-2.387, -6.534, -1.158], [-3.228, -5.474, -1.811], [-1.281, -6.225, -0.344], [-0.623, -4.175, -0.033], [0.039, -1.644, 0.855], [0.874, -1.429, 1.815], [1.511, -0.277, 1.880], [1.196, -2.417, 2.895], [0.838, -2.136, 4.209], [1.155, -3.021, 5.229], [1.860, -4.184, 4.947], [2.246, -4.456, 3.641], [1.910, -3.578, 2.619], [-2.355, -3.686, 1.098], [-3.272, -2.741, 0.622], [-3.114, -1.966, -0.659], [-4.405, -2.447, 1.387], [-4.639, -3.040, 2.613], [-5.867, -2.714, 3.421], [-3.706, -3.957, 3.079], [-2.572, -4.290, 2.348], [-1.624, -5.300, 2.928], [-0.546, -7.290, 0.205], [0.678, -7.107, 1.074], [-0.931, -8.607, -0.043], [-3.273, -10.404, -1.760], [-2.696, -10.851, -0.155], [-1.599, -10.911, -1.528], [-3.599, -8.077, -2.010], [-3.924, -5.920, -2.522], [-2.607, -4.747, -2.335], [-3.804, -4.921, -1.069], [0.302, -1.219, 4.422], [0.858, -2.801, 6.247], [2.111, -4.874, 5.743], [2.804, -5.356, 3.416], [2.199, -3.788, 1.598], [-2.353, -2.382, -1.312], [-2.811, -0.941, -0.434], [-4.064, -1.916, -1.197], [-5.116, -1.721, 1.002], [-6.441, -1.911, 2.956], [-5.602, -2.399, 4.432], [-6.523, -3.583, 3.510], [-3.861, -4.430, 4.044], [-1.914, -5.552, 3.949], [-0.603, -4.920, 2.941], [-1.621, -6.216, 2.334], [0.878, -6.060, 1.290], [1.558, -7.528, 0.583], [0.553, -7.631, 2.024], [-0.349, -9.412, 0.399]],
  "forces_ev_per_a": [[0.3, -0.4, 0.1], [0.2, 0.0, -0.1], [-0.3, 0.1, 0.1], [0.2, -0.1, 0.0], [-0.1, 0.0, 0.0], [0.0, 0.0, 0.0], [0.0, 0.0, 0.0], [0.0, 0.0, 0.0], [0.0, 0.1, 0.0], [0.2, 0.2, -0.1], [0.0, -0.1, 0.1], [0.0, 0.0, -0.1], [0.0, 0.0, 0.0], [0.0, 0.0, 0.0], [0.0, 0.0, 0.0], [0.1, 0.0, 0.0], [0.0, 0.0, 0.0], [0.0, 0.0, 0.1], [0.0, 0.0, 0.0], [0.0, 0.0, 0.0], [0.0, 0.0, 0.0], [0.0, 0.0, 0.0], [0.0, 0.0, 0.0], [0.0, 0.0, 0.0], [0.0, 0.0, 0.0], [0.0, 0.0, 0.0], [0.0, 0.0, 0.0], [0.0, 0.0, 0.0], [0.0, 0.0, 0.0], [0.0, 0.0, 0.0], [0.0, 0.1, 0.0], [0.0, 0.0, 0.0], [0.0, 0.0, 0.0], [0.0, 0.0, 0.0], [0.0, 0.0, 0.0], [0.0, 0.0, 0.0], [-0.1, 0.1, 0.0], [0.0, 0.1, 0.0], [0.0, -0.1, 0.0], [0.0, 0.0, 0.0], [0.0, 0.0, 0.0], [0.0, 0.0, 0.0], [0.0, 0.0, 0.0], [0.0, 0.0, 0.0], [0.0, 0.0, 0.0], [0.0, 0.0, 0.0], [0.0, 0.0, 0.0], [0.0, 0.0, 0.0], [0.0, 0.0, 0.0], [0.0, 0.0, 0.0], [0.0, 0.0, 0.0], [0.0, 0.0, 0.0], [0.0, 0.0, 0.0], [0.0, 0.0, 0.0], [0.0, 0.0, 0.0], [0.0, 0.0, 0.0], [0.0, 0.0, 0.0], [0.0, 0.0, 0.0], [0.0, 0.0, 0.0], [0.0, 0.0, 0.0], [0.0, 0.0, 0.0], [0.0, 0.0, 0.0], [0.0, 0.0, 0.0], [0.0, -0.1, 0.1], [0.0, 0.1, 0.0], [0.0, -0.1, -0.1], [-0.1, -0.1, 0.0], [0.2, 0.3, -0.1], [-0.1, 0.1, 0.0], [-0.1, -0.1, -0.1], [0.0, 0.0, 0.0], [-0.1, 0.0, 0.0], [0.0, 0.0, 0.0], [0.0, 0.0, 0.0], [0.0, 0.0, 0.0], [0.0, 0.0, 0.0], [-0.1, 0.1, 0.0], [0.0, 0.0, 0.0], [0.0, 0.0, 0.1], [0.0, -0.1, 0.0], [0.0, 0.0, 0.0], [0.0, 0.0, 0.0], [0.0, 0.0, 0.0], [0.0, 0.0, 0.0], [0.0, 0.0, 0.0], [0.0, 0.0, 0.0], [0.0, 0.0, 0.0], [0.0, 0.0, 0.0], [0.0, 0.0, 0.0], [0.0, 0.0, 0.0], [0.0, 0.0, 0.0], [0.0, 0.0, 0.0], [0.0, 0.0, 0.0], [0.0, 0.0, 0.0], [0.0, 0.1, 0.1], [0.0, 0.0, 0.0], [0.0, 0.0, 0.0], [0.0, 0.0, 0.0], [0.0, 0.0, 0.0], [0.0, 0.0, 0.0], [0.0, -0.1, 0.0], [-0.1, -0.1, 0.0], [0.0, 0.0, 0.0], [0.0, 0.0, 0.0], [0.0, 0.0, 0.0], [0.0, 0.0, 0.0], [0.0, 0.0, 0.0], [0.0, 0.0, 0.0], [0.0, 0.0, 0.0], [0.1, 0.1, 0.0], [0.0, 0.0, 0.0], [0.0, 0.0, 0.0], [0.0, 0.0, 0.0], [0.0, 0.0, 0.0], [0.0, 0.0, 0.0]],
  "multiplicity": 1,
  "homo_energy_ev": -4.6,
  "gap_ev": 7.0,
  "energy_ev": -128234.4832,
  "lumo_energy_ev": 2.42,
  "fmax_ev_per_a": 0.50,
  "total_charge": -1
}

=====

{
  "formula": "C34H79BO4",
  "method": "wB97M-V/def2-TZVPD",
  "species": ["B", "C", "C", "C", "C", "C", "C", "C", "C", "C", "C", "C", "C", "C", "C", "C", "C", "C", "C", "H", "H", "H", "H", "H", "H", "H", "H", "H", "H", "H", "H", "H", "H", "H", "H", "H", "H", "H", "H", "H", "H", "H", "H", "H", "H", "H", "H", "H", "H", "H", "H", "H", "H", "H", "H", "H", "H", "H", "C", "C", "O", "C", "C", "H", "H", "H", "H", "H", "H", "H", "H", "H", "H", "C", "C", "O", "C", "C", "H", "H", "H", "H", "H", "H", "H", "H", "H", "H", "C", "C", "O", "C", "C", "H", "H", "H", "H", "H", "H", "H", "H", "H", "H", "C", "C", "O", "C", "C", "H", "H", "H", "H", "H", "H", "H", "H", "H", "H"],
  "xyz": [[-4.103, 0.232, -1.625], [-3.864, 1.029, -2.932], [-3.332, 2.463, -2.832], [-2.112, 2.601, -1.906], [-1.013, 3.513, -2.452], [0.358, 3.283, -1.817], [0.559, 4.033, -0.501], [1.976, 3.919, 0.055], [2.216, 2.615, 0.812], [3.685, 2.349, 1.160], [4.125, 0.923, 0.839], [5.505, 0.561, 1.387], [6.661, 1.209, 0.609], [7.243, 2.435, 1.320], [8.185, 3.342, 0.498], [9.009, 2.673, -0.614], [8.388, 2.754, -2.008], [9.301, 2.189, -3.103], [8.993, 0.721, -3.394], [-3.973, 0.709, -0.537], [-4.460, -0.906, -1.688], [-4.849, 1.020, -3.431], [-3.240, 0.430, -3.609], [-3.065, 2.822, -3.830], [-4.141, 3.115, -2.489], [-1.687, 1.607, -1.714], [-2.439, 2.979, -0.934], [-0.946, 3.383, -3.537], [-1.301, 4.557, -2.282], [1.150, 3.576, -2.513], [0.489, 2.208, -1.641], [-0.143, 3.643, 0.247], [0.295, 5.084, -0.655], [2.694, 3.990, -0.772], [2.185, 4.763, 0.719], [1.627, 2.628, 1.734], [1.829, 1.782, 0.212], [4.323, 3.052, 0.612], [3.859, 2.547, 2.223], [4.143, 0.803, -0.251], [3.372, 0.222, 1.216], [5.615, -0.527, 1.395], [5.564, 0.877, 2.437], [7.450, 0.471, 0.452], [6.304, 1.491, -0.385], [7.769, 2.086, 2.216], [6.408, 3.039, 1.688], [8.879, 3.818, 1.196], [7.604, 4.159, 0.058], [9.198, 1.625, -0.353], [9.993, 3.148, -0.671], [8.123, 3.797, -2.208], [7.452, 2.188, -2.032], [9.202, 2.783, -4.014], [10.346, 2.286, -2.789], [8.133, 0.623, -4.058], [8.752, 0.196, -2.466], [9.830, 0.191, -3.850], [1.437, 1.505, 6.886], [0.912, 1.832, 5.499], [1.894, 1.773, 4.479], [2.519, 0.515, 4.289], [1.566, -0.602, 3.899], [2.269, 2.160, 7.146], [0.643, 1.646, 7.621], [1.776, 0.471, 6.965], [0.552, 2.861, 5.473], [0.059, 1.188, 5.254], [3.103, 0.232, 5.172], [3.229, 0.687, 3.482], [0.853, -0.834, 4.692], [2.134, -1.510, 3.691], [1.007, -0.331, 3.003], [-9.007, -2.471, 1.011], [-8.284, -3.010, -0.211], [-8.882, -2.641, -1.443], [-8.971, -1.251, -1.700], [-7.629, -0.539, -1.721], [-10.053, -2.778, 1.010], [-8.543, -2.859, 1.918], [-8.974, -1.382, 1.065], [-8.316, -4.100, -0.210], [-7.228, -2.719, -0.189], [-9.646, -0.766, -0.985], [-9.442, -1.183, -2.681], [-7.137, -0.557, -0.747], [-7.774, 0.507, -1.998], [-6.961, -1.003, -2.448], [7.735, -2.186, -0.302], [7.227, -2.277, -1.731], [8.242, -2.508, -2.690], [8.976, -3.711, -2.550], [8.134, -4.969, -2.665], [8.504, -1.416, -0.219], [6.911, -1.925, 0.364], [8.156, -3.130, 0.047], [6.786, -1.323, -2.025], [6.437, -3.033, -1.807], [9.538, -3.715, -1.609], [9.708, -3.679, -3.358], [7.410, -5.055, -1.854], [8.779, -5.847, -2.623], [7.592, -4.983, -3.611], [-13.837, -3.224, -0.775], [-12.949, -3.961, 0.212], [-13.298, -3.763, 1.571], [-14.598, -4.184, 1.946], [-14.855, -5.667, 1.741], [-13.848, -2.155, -0.557], [-13.455, -3.366, -1.787], [-14.866, -3.588, -0.757], [-11.928, -3.589, 0.131], [-12.917, -5.030, -0.030], [-15.361, -3.593, 1.428], [-14.669, -3.940, 3.006], [-14.827, -5.949, 0.688], [-15.844, -5.924, 2.123], [-14.113, -6.263, 2.275]],
  "forces_ev_per_a": [[0.0, -0.1, 0.1], [-0.1, 0.1, 0.0], [-0.1, 0.0, 0.0], [0.0, 0.0, 0.1], [0.0, 0.1, 0.0], [0.1, -0.1, 0.1], [-0.2, 0.0, 0.1], [0.1, 0.0, 0.0], [-0.1, 0.0, -0.1], [0.1, 0.1, 0.0], [0.0, 0.0, 0.0], [0.0, 0.0, 0.1], [0.0, 0.1, 0.0], [0.0, 0.0, 0.0], [-0.1, 0.0, 0.0], [0.0, -0.1, 0.1], [-0.1, 0.0, 0.0], [0.1, 0.0, 0.0], [0.0, 0.0, 0.1], [0.0, 0.0, 0.0], [0.0, 0.0, 0.0], [0.0, 0.0, -0.1], [0.0, 0.0, 0.1], [0.0, 0.0, 0.0], [0.1, 0.0, 0.0], [0.0, 0.0, -0.1], [0.1, -0.1, 0.1], [0.0, -0.1, 0.0], [0.0, 0.0, -0.2], [0.0, 0.1, 0.0], [0.1, 0.0, -0.1], [0.0, 0.1, 0.0], [0.0, 0.0, 0.0], [0.0, 0.0, 0.0], [0.0, 0.0, 0.0], [0.0, -0.1, 0.0], [0.1, 0.0, 0.0], [0.0, 0.0, 0.0], [0.0, 0.0, 0.0], [-0.1, -0.1, 0.0], [0.0, 0.0, 0.0], [0.0, 0.0, -0.1], [0.0, -0.1, 0.0], [0.0, 0.1, 0.0], [0.0, 0.0, 0.0], [0.0, 0.0, 0.0], [0.1, 0.0, 0.0], [-0.1, 0.0, 0.0], [0.0, -0.1, 0.0], [0.1, 0.0, -0.1], [0.0, 0.0, 0.0], [0.1, 0.0, 0.0], [-0.1, 0.1, 0.0], [0.0, -0.1, 0.0], [-0.1, 0.1, 0.0], [0.0, 0.0, 0.1], [0.0, -0.1, 0.0], [0.0, 0.1, -0.1], [0.0, 0.0, 0.0], [0.0, 0.0, 0.0], [0.0, 0.0, 0.0], [0.0, 0.0, 0.0], [0.0, 0.0, 0.0], [0.0, 0.0, 0.0], [0.0, 0.0, 0.0], [0.0, 0.0, 0.0], [0.0, 0.0, 0.0], [0.0, 0.0, 0.0], [0.0, 0.0, 0.0], [0.1, 0.0, 0.0], [0.0, 0.0, 0.0], [0.0, 0.0, 0.0], [0.0, 0.0, 0.0], [0.0, 0.0, 0.0], [0.0, 0.0, 0.0], [0.0, 0.0, 0.0], [0.0, 0.0, 0.0], [0.0, 0.0, 0.0], [0.0, 0.0, 0.0], [0.0, 0.0, 0.0], [0.0, 0.0, 0.0], [0.0, 0.0, 0.0], [0.0, 0.0, 0.0], [0.0, 0.0, 0.0], [0.0, 0.0, 0.0], [0.0, 0.0, 0.0], [0.0, 0.0, 0.0], [0.0, 0.0, 0.0], [0.0, -0.1, 0.0], [0.0, 0.1, 0.0], [0.0, 0.0, 0.0], [0.0, 0.0, 0.0], [0.0, 0.0, 0.0], [0.0, 0.0, 0.0], [0.0, 0.0, 0.0], [0.0, 0.0, 0.0], [0.0, 0.0, 0.0], [0.0, 0.0, 0.0], [0.0, 0.0, 0.0], [0.0, 0.0, 0.0], [0.0, 0.0, 0.0], [0.0, 0.0, 0.0], [0.0, 0.0, 0.0], [0.0, 0.0, 0.0], [0.0, 0.0, 0.0], [0.0, 0.0, 0.0], [0.0, 0.0, 0.0], [0.0, 0.0, 0.0], [0.0, 0.0, 0.0], [0.0, 0.0, 0.0], [0.0, 0.0, 0.0], [0.0, 0.0, 0.0], [0.0, 0.0, 0.0], [0.0, 0.0, 0.0], [0.0, 0.0, 0.0], [0.0, 0.0, 0.0], [0.0, 0.0, 0.0], [0.0, 0.0, 0.0]],
  "multiplicity": 1,
  "smiles": "BCCCCCCCCCCCCCCCCCC.CCOCC.CCOCC.CCOCC.CCOCC",
  "homo_energy_ev": -9.7,
  "gap_ev": 10.2,
  "energy_ev": -45403.4246,
  "lumo_energy_ev": 0.51,
  "fmax_ev_per_a": 0.18
}

=====

What is the formula in the first record? C57H51CuN2O2PTe